{"formula": "C5H4N2O", "method": "ωB97M-V/def2-TZVPD", "total_charge": 0, "e_lumo_ev": 0.3, "gap_ha": 0.3420, "largest_force_ev_per_a": 5.77, "species": ["C", "C", "C", "C", "C", "H", "H", "H", "H", "N", "N", "O"], "coordinates": [[-1.85, -0.06, -0.18], [-1.25, 1.17, 0.06], [0.22, 0.75, 0.24], [1.68, -0.92, -0.27], [0.32, -0.64, 0.40], [-2.93, -0.30, -0.70], [-1.52, 2.28, -0.26], [2.31, -1.74, -0.47], [0.61, -1.05, 1.32], [1.30, 1.41, -0.05], [2.21, 0.21, -0.10], [-1.07, -1.10, -0.01]], "lowdin_charge": [-0.17, 0.01, -0.33, -0.06, -0.18, 0.18, 0.14, 0.10, 0.16, 0.15, 0.02, -0.03]}



{"formula": "C38H33IrNO4S2", "method": "ωB97M-V/def2-TZVPD", "total_charge": 2, "e_lumo_ev": [-7.4, -7.5], "gap_ha": [0.2295, 0.2248], "largest_force_ev_per_a": 0.19, "spin_multiplicity": 2, "species": ["Ir", "O", "S", "C", "C", "C", "C", "S", "O", "C", "C", "C", "C", "C", "C", "C", "C", "C", "C", "C", "C", "H", "H", "H", "H", "H", "H", "H", "H", "H", "H", "H", "H", "H", "H", "H", "H", "H", "H", "O", "C", "N", "C", "O", "C", "C", "C", "C", "C", "C", "H", "H", "H", "H", "C", "C", "C", "C", "C", "C", "C", "C", "C", "C", "C", "C", "C", "C", "H", "H", "H", "H", "H", "H", "H", "H", "H", "H", "H"], "coordinates": [[1.09, -0.05, 0.55], [1.72, -1.31, -0.96], [2.32, -1.07, -2.36], [1.17, 0.04, -3.16], [-0.15, -0.70, -3.34], [-1.35, 0.23, -3.53], [-1.63, 1.18, -2.37], [-2.16, 0.34, -0.88], [-0.98, -0.44, -0.29], [-2.48, 1.71, 0.22], [-2.71, 1.35, 1.54], [-3.07, 2.32, 2.46], [-3.22, 3.64, 2.06], [-3.00, 3.99, 0.73], [-2.62, 3.03, -0.19], [3.80, -0.12, -2.23], [4.98, -0.84, -2.38], [6.19, -0.18, -2.26], [6.21, 1.18, -1.99], [5.03, 1.89, -1.85], [3.81, 1.25, -1.97], [1.62, 0.34, -4.10], [1.08, 0.93, -2.53], [-0.33, -1.34, -2.47], [-0.08, -1.36, -4.20], [-2.24, -0.38, -3.73], [-1.20, 0.85, -4.42], [-2.49, 1.80, -2.64], [-0.79, 1.84, -2.14], [-2.61, 0.31, 1.85], [-3.25, 2.04, 3.49], [-3.53, 4.39, 2.77], [-3.12, 5.02, 0.42], [-2.45, 3.33, -1.22], [4.95, -1.90, -2.60], [7.12, -0.72, -2.39], [7.16, 1.70, -1.91], [5.06, 2.96, -1.66], [2.89, 1.81, -1.89], [1.06, 3.25, -1.92], [0.89, 3.18, -0.73], [0.95, 1.99, 0.03], [0.62, 2.28, 1.30], [0.54, 1.28, 2.06], [0.39, 3.71, 1.50], [0.07, 4.47, 2.61], [-0.08, 5.84, 2.41], [0.08, 6.41, 1.15], [0.41, 5.63, 0.03], [0.56, 4.27, 0.24], [-0.06, 4.03, 3.59], [-0.32, 6.48, 3.24], [-0.04, 7.47, 1.03], [0.54, 6.06, -0.95], [-4.41, -6.78, 2.43], [-3.17, -6.41, 2.94], [-2.39, -5.49, 2.27], [-2.86, -4.93, 1.07], [-4.10, -5.30, 0.57], [-4.87, -6.23, 1.24], [-2.06, -3.94, 0.33], [-0.89, -3.49, 0.61], [0.34, -3.01, 0.91], [0.52, -1.80, 1.69], [1.84, -1.43, 2.06], [2.94, -2.25, 1.63], [2.76, -3.36, 0.84], [1.47, -3.73, 0.46], [-5.01, -7.51, 2.96], [-2.81, -6.85, 3.86], [-1.43, -5.20, 2.66], [-4.46, -4.87, -0.36], [-5.83, -6.52, 0.85], [-2.50, -3.53, -0.58], [-0.33, -1.46, 2.27], [2.00, -0.77, 2.91], [3.93, -1.99, 1.97], [3.61, -3.95, 0.53], [1.32, -4.60, -0.16]], "lowdin_spin": [0.78, 0.00, 0.00, 0.00, 0.00, 0.00, 0.00, 0.02, 0.07, 0.00, 0.00, 0.00, 0.00, 0.00, 0.00, 0.00, 0.00, 0.00, 0.00, 0.00, 0.00, 0.00, 0.00, 0.00, 0.00, 0.00, 0.00, 0.00, 0.00, 0.00, 0.00, 0.00, 0.00, 0.00, 0.00, 0.00, 0.00, 0.00, 0.00, 0.00, 0.00, 0.03, 0.01, 0.00, 0.00, 0.00, 0.00, 0.00, 0.00, 0.00, 0.00, 0.00, 0.00, 0.00, 0.00, 0.00, 0.00, 0.00, 0.00, 0.00, 0.00, 0.01, 0.00, 0.00, 0.03, 0.00, 0.00, 0.00, 0.00, 0.00, 0.00, 0.00, 0.00, 0.00, 0.00, 0.01, 0.00, 0.00, 0.00]}



{"formula": "C2H8S", "method": "ωB97M-V/def2-TZVPD", "total_charge": 0, "e_lumo_ev": 1.0, "gap_ha": 0.3978, "largest_force_ev_per_a": 7.09, "species": ["S", "H", "H", "C", "C", "H", "H", "H", "H", "H", "H"], "coordinates": [[-1.81, -2.92, 2.03], [-2.46, -2.61, 0.99], [-1.34, -4.09, 2.10], [2.59, 2.99, -2.03], [1.12, 2.90, -1.89], [2.81, 2.60, -3.14], [2.78, 4.02, -2.23], [3.02, 2.45, -1.14], [0.55, 2.90, -2.83], [0.70, 3.83, -1.45], [0.70, 2.23, -1.37]], "lowdin_charge": [0.54, -0.27, -0.27, -0.17, -0.21, 0.11, 0.05, 0.09, 0.08, 0.08, -0.02]}



{"formula": "C25H50BBr2ClN5O4", "method": "ωB97M-V/def2-TZVPD", "total_charge": 1, "e_lumo_ev": -3.6, "gap_ha": 0.2893, "largest_force_ev_per_a": 11.79, "species": ["C", "C", "C", "C", "C", "C", "C", "C", "C", "C", "C", "O", "C", "Cl", "N", "C", "O", "C", "Br", "C", "Br", "C", "C", "N", "C", "C", "N", "C", "C", "C", "O", "C", "N", "B", "O", "N", "C", "C", "H", "H", "H", "H", "H", "H", "H", "H", "H", "H", "H", "H", "H", "H", "H", "H", "H", "H", "H", "H", "H", "H", "H", "H", "H", "H", "H", "H", "H", "H", "H", "H", "H", "H", "H", "H", "H", "H", "H", "H", "H", "H", "H", "H", "H", "H", "H", "H", "H", "H"], "coordinates": [[-0.01, 6.45, -0.12], [-1.05, 5.88, -1.25], [-1.90, 4.62, -0.60], [-3.10, 4.22, -1.66], [-4.16, 3.10, -1.10], [-3.46, 1.86, -0.27], [-3.86, 1.84, 1.35], [-3.60, 0.32, 1.89], [-2.31, 0.15, 2.90], [-1.51, -1.25, 2.48], [-0.09, -0.90, 1.76], [0.89, -0.93, 2.85], [2.19, -0.29, 2.45], [2.16, 1.51, 2.29], [3.10, -0.62, 3.66], [2.33, -0.45, 4.79], [1.64, -0.54, 5.95], [2.71, -1.24, 1.23], [2.62, -3.01, 2.32], [4.31, -1.31, 0.95], [5.38, 0.38, 1.39], [4.78, -2.00, -0.49], [6.34, -1.61, -0.88], [1.77, -1.23, 0.03], [1.73, 0.05, -0.76], [3.04, 0.94, -1.08], [2.62, 1.93, -2.19], [0.31, -1.65, 0.37], [-0.83, -1.15, -0.72], [-0.86, -1.82, -2.18], [0.34, -2.20, -2.88], [-1.62, -0.70, -3.17], [-0.67, 0.00, -4.12], [0.01, -3.27, 0.26], [0.75, -4.21, -0.66], [-1.02, -4.06, 1.10], [-0.36, -5.21, 1.84], [-2.16, -4.56, 0.26], [0.38, 5.56, 0.54], [-0.57, 7.27, 0.51], [0.89, 6.99, -0.68], [-1.73, 6.69, -1.73], [-0.37, 5.40, -2.11], [-2.35, 4.84, 0.47], [-1.13, 3.72, -0.50], [-2.63, 3.90, -2.71], [-3.72, 5.22, -1.89], [-4.67, 2.63, -2.07], [-5.06, 3.57, -0.48], [-3.78, 0.87, -0.83], [-2.27, 1.87, -0.32], [-5.04, 2.01, 1.38], [-3.29, 2.68, 1.97], [-4.58, -0.01, 2.50], [-3.57, -0.39, 0.95], [-1.60, 1.08, 2.94], [-2.76, 0.02, 3.99], [-2.27, -1.88, 1.86], [-1.32, -1.81, 3.51], [-0.22, 0.26, 1.47], [4.92, -2.02, 1.70], [4.08, -1.76, -1.38], [4.78, -3.18, -0.32], [6.66, -2.35, -1.75], [6.38, -0.53, -1.34], [7.04, -1.77, 0.05], [2.04, -1.98, -0.67], [1.32, -0.09, -1.87], [0.99, 0.83, -0.23], [3.96, 0.40, -1.54], [3.37, 1.70, -0.22], [1.84, 2.54, -1.83], [3.49, 2.53, -2.30], [-1.00, 0.04, -0.71], [-1.86, -1.53, -0.24], [-1.60, -2.75, -2.21], [0.18, -3.15, -3.21], [-2.45, -1.26, -3.83], [-2.25, 0.07, -2.51], [-0.38, -0.60, -4.92], [0.14, 0.44, -3.63], [1.69, -4.23, -0.30], [0.39, -4.89, 2.68], [-1.23, -5.80, 2.39], [0.17, -5.99, 1.15], [-3.14, -4.04, 0.67], [-2.32, -5.72, 0.49], [-2.00, -4.44, -0.90]], "lowdin_charge": [-0.16, -0.27, -0.24, -0.23, -0.21, -0.23, -0.20, -0.22, -0.17, -0.10, -0.23, -0.22, -0.78, 0.74, 0.02, -0.03, 0.06, -0.48, 0.98, -0.63, 0.68, -0.26, -0.16, -0.01, -0.13, -0.26, -0.04, -0.18, -0.07, -0.33, -0.10, -0.19, -0.02, -0.44, 0.02, -0.16, -0.12, -0.09, 0.07, 0.08, 0.08, 0.11, 0.11, 0.12, 0.10, 0.12, 0.12, 0.11, 0.12, 0.10, 0.08, 0.12, 0.12, 0.13, 0.09, 0.11, 0.13, 0.10, 0.15, 0.14, 0.09, 0.10, 0.13, 0.10, 0.07, 0.08, 0.17, 0.15, 0.14, 0.11, 0.08, 0.08, 0.10, 0.13, 0.15, 0.15, 0.15, 0.14, 0.11, 0.08, 0.05, 0.09, 0.07, 0.12, 0.11, 0.11, 0.12, 0.09]}